1.
Computed, not measured: C23H33Cl2CrN4O4 as an isolated structure, with the ωB97M-V functional and the def2-TZVPD basis.

Summary:
2S+1 = 4
energy relative to the best compared isomer or geometry (same formula, charge and spin) = 27.1 kcal/mol
LUMO (alpha / beta) = 0.0614 / 0.0689 eV

Positions of all 67 atoms, in Å:
O -0.403 0.571 -1.319
C -1.543 1.088 -1.873
C -1.045 1.770 -3.184
C 0.194 2.421 -3.264
H 0.779 2.592 -2.343
C 0.720 2.722 -4.531
H 1.681 3.240 -4.583
C 0.035 2.394 -5.712
H 0.423 2.706 -6.697
C -1.175 1.691 -5.603
H -1.725 1.416 -6.508
C -1.696 1.345 -4.350
H -2.589 0.699 -4.261
H -2.119 0.220 -2.295
C -2.498 3.246 -0.755
C -2.303 1.773 -0.775
H -2.934 3.543 0.214
H -3.190 3.564 -1.547
H -1.538 3.784 -0.874
C -2.471 0.921 0.259
C -3.118 1.094 1.562
H -2.060 -0.079 0.102
H -4.115 1.538 1.509
H -2.520 1.647 2.286
H -3.216 0.088 1.982
Cr 0.629 -0.600 -0.437
Cl 1.690 1.627 0.130
Cl 0.171 -1.925 -2.371
H 4.319 0.381 -3.083
H 5.592 1.117 -1.399
C 3.434 0.136 -2.489
C 4.907 0.841 -0.603
N 3.928 -0.093 -1.129
H 2.936 -0.760 -2.872
C 3.321 -0.862 -0.220
O 2.351 -1.640 -0.433
H 5.437 0.319 0.196
H 3.699 -0.736 0.808
H 2.739 0.987 -2.541
H 4.422 1.725 -0.179
H -1.660 -5.038 2.386
H -0.817 -6.353 0.441
C -1.923 -4.194 1.745
C -1.193 -5.540 -0.189
N -1.167 -4.273 0.506
H -1.711 -3.251 2.246
C -0.375 -3.291 0.109
O -0.494 -2.094 0.483
H -0.589 -5.473 -1.096
H 0.416 -3.549 -0.606
H -2.987 -4.272 1.521
H -2.217 -5.805 -0.467
N -0.278 2.078 6.094
C -0.742 1.857 4.822
O -1.706 2.464 4.363
C -0.046 0.772 4.060
C 0.553 -0.321 4.711
C 1.095 -1.340 3.930
C 1.040 -1.216 2.527
N 0.440 -0.207 1.888
C -0.046 0.792 2.651
H -0.649 2.882 6.573
H 0.660 1.801 6.343
H 0.603 -0.378 5.804
H 1.586 -2.235 4.339
H 1.473 -1.989 1.884
H -0.416 1.660 2.112

Results of the natural (NBO) charge analysis, in e, for atoms 1 through 8: -0.751 0.060 -0.029 -0.216 0.245 -0.220 0.204 -0.235

***

2.
Computed, not measured: C23H33ClN2O5ReS2 as an isolated structure, with the ωB97M-V functional and the def2-TZVPD basis.

Summary:
2S+1 = 2
energy relative to the best compared isomer or geometry (same formula, charge and spin) = 2.4 kcal/mol
total charge = +2
LUMO (alpha / beta) = -7.1021 / -6.7331 eV

Positions of all 67 atoms, in Å:
Re 0.119 0.647 -0.513
N 1.214 -1.469 -3.925
C 0.734 -0.603 -3.063
O 0.867 -0.824 -1.820
C 0.065 0.651 -3.505
C -0.785 1.206 -2.355
H 1.705 -2.286 -3.592
H 1.118 -1.331 -4.918
H -0.507 0.485 -4.418
H 0.870 1.349 -3.756
H -1.788 0.771 -2.363
H -0.912 2.277 -2.515
S -0.719 2.097 1.176
C -0.137 3.715 0.809
N -0.172 4.198 -0.449
C 0.278 5.417 -0.804
C 0.801 6.249 0.148
C 0.857 5.794 1.461
C 0.387 4.532 1.792
H -0.534 3.575 -1.159
H 0.199 5.678 -1.850
H 1.163 7.227 -0.132
H 1.279 6.425 2.232
H 0.436 4.164 2.807
C -2.264 -1.770 4.057
C -2.477 -0.527 3.197
C -3.051 -0.840 1.815
S -1.829 -1.709 0.813
O -1.394 -0.639 -0.250
C -2.789 -2.884 -0.154
C -3.610 -2.300 -1.299
C -4.923 -1.643 -0.881
H -1.750 -1.521 4.984
H -1.658 -2.527 3.548
H -3.218 -2.229 4.320
H -1.544 0.036 3.089
H -3.183 0.146 3.685
H -3.284 0.053 1.233
H -3.936 -1.475 1.874
H -3.406 -3.388 0.595
H -2.039 -3.592 -0.508
H -3.810 -3.134 -1.973
H -2.995 -1.595 -1.859
H -5.504 -2.297 -0.227
H -5.536 -1.435 -1.758
H -4.767 -0.693 -0.365
C 4.088 -0.558 -0.960
C 3.401 -1.645 -0.167
C 3.832 -2.963 -0.314
C 3.209 -4.014 0.336
Cl 3.781 -5.624 0.095
C 2.132 -3.782 1.173
C 1.701 -2.477 1.346
C 2.327 -1.445 0.682
O 1.748 -0.163 0.915
C 2.634 0.922 1.253
C 2.610 1.981 0.180
O 3.331 2.926 0.206
O 1.674 1.780 -0.782
H 4.637 -1.001 -1.790
H 4.815 0.001 -0.367
H 3.376 0.153 -1.380
H 4.678 -3.170 -0.961
H 1.657 -4.603 1.695
H 0.889 -2.248 2.026
H 3.646 0.568 1.419
H 2.261 1.377 2.169

Results of the natural (NBO) charge analysis, in e, for atoms 1 through 8: 1.426 -0.721 0.728 -0.678 -0.533 -0.663 0.432 0.429

***

3.
Computed, not measured: C23H33CrNO2P2Si as an isolated structure, with the ωB97M-V functional and the def2-TZVPD basis.

Summary:
2S+1 = 4
total charge = +1
LUMO (alpha / beta) = -3.8634 / -4.0095 eV

Positions of all 63 atoms, in Å:
C -0.254 -4.637 0.040
C -0.322 -3.461 -0.690
C -1.583 -2.767 -0.768
C -2.733 -3.275 -0.047
C -2.606 -4.498 0.685
C -1.396 -5.162 0.715
C -3.916 -2.515 -0.099
C -3.951 -1.298 -0.805
C -2.746 -0.900 -1.504
C -2.707 0.351 -2.219
C -3.841 1.148 -2.226
C -5.035 0.749 -1.553
C -5.096 -0.442 -0.858
H 0.699 -5.174 0.111
H -3.475 -4.887 1.225
H -1.298 -6.097 1.277
H -4.810 -2.863 0.430
H -3.824 2.107 -2.756
H -5.909 1.408 -1.587
H -6.008 -0.739 -0.330
N -1.626 -1.639 -1.494
Cr 0.429 0.453 0.460
C 0.873 -2.821 -1.334
H 0.581 -2.330 -2.277
H 1.667 -3.564 -1.527
C -1.409 0.746 -2.853
H -0.919 -0.139 -3.288
H -1.559 1.512 -3.635
P 1.633 -1.473 -0.253
P -0.171 1.452 -1.606
C -0.898 3.149 -1.404
H -0.203 3.767 -0.811
H -1.092 3.639 -2.375
H -1.840 3.061 -0.838
C 1.212 1.823 -2.799
H 0.869 2.439 -3.650
H 2.019 2.356 -2.269
H 1.620 0.873 -3.185
C 2.269 -2.500 1.147
H 2.844 -3.374 0.793
H 2.903 -1.863 1.784
H 1.409 -2.834 1.751
C 3.205 -1.173 -1.203
H 3.828 -0.449 -0.651
H 3.778 -2.106 -1.348
H 2.961 -0.741 -2.188
C -0.540 1.661 1.500
O -1.184 2.340 2.201
H -0.854 -0.422 0.542
C 1.575 4.217 3.098
Si 2.516 2.655 2.698
C 4.103 3.093 1.820
C 2.907 1.739 4.276
O 1.536 1.621 1.648
H 2.196 4.865 3.749
H 0.635 3.958 3.625
H 1.337 4.755 2.157
H 4.722 3.740 2.475
H 4.661 2.165 1.581
H 3.867 3.634 0.881
H 1.962 1.477 4.794
H 3.466 0.812 4.035
H 3.524 2.384 4.935

Results of the Mulliken charge analysis, in e, for atoms 1 through 8: -0.315 0.180 0.074 0.701 -0.912 -0.767 -0.948 0.782

***

4.
Computed, not measured: a 2-piece molecular cluster, C23H33FN3O overall, with the ωB97M-V functional and the def2-TZVPD basis.

Summary:
2S+1 = 1
total charge = +1
LUMO = -4.2921 eV

Positions of all 61 atoms, in Å:
C -0.059 3.214 2.835
C 0.057 1.964 3.834
O 1.173 1.173 3.377
C 0.841 -0.198 3.192
C -0.256 -0.472 2.110
C -1.332 -1.413 2.495
N -2.358 -1.782 1.640
C -3.342 -2.773 2.168
C -2.979 -4.203 1.563
C -1.570 -4.739 2.073
F -3.936 -5.169 1.963
C -2.437 -1.247 0.367
C -1.444 -0.303 -0.122
C -0.302 0.115 0.753
C 0.802 1.080 0.254
C 0.312 2.170 -0.801
C 1.028 1.987 -2.206
C 2.501 2.539 -2.245
N 3.372 2.000 -1.194
C 3.705 2.725 -0.025
C 4.617 1.925 0.800
C 4.863 0.613 0.101
C 4.046 0.792 -1.101
H 0.940 3.371 2.333
H -0.858 3.000 2.079
H -0.251 4.116 3.471
H -0.908 1.400 3.937
H 0.275 2.403 4.856
H 0.621 -0.673 4.193
H 1.788 -0.704 2.824
H -1.320 -1.848 3.530
H -4.394 -2.511 1.876
H -3.257 -2.865 3.286
H -2.960 -4.190 0.439
H -1.656 -5.807 2.431
H -0.792 -4.733 1.266
H -1.218 -4.084 2.914
H -3.255 -1.539 -0.345
H -1.452 0.136 -1.156
H 1.356 1.618 1.062
H 1.571 0.438 -0.279
H 0.452 3.210 -0.378
H -0.800 2.095 -1.009
H 0.920 0.930 -2.590
H 0.433 2.622 -2.935
H 2.945 2.232 -3.240
H 2.512 3.659 -2.204
H 3.306 3.752 0.172
H 5.065 2.256 1.765
H 5.484 -0.265 0.395
H 4.032 -0.035 -1.851
N -1.163 -1.288 -3.928
C -0.573 -1.303 -5.164
C -1.385 -0.615 -6.028
C -2.507 -0.163 -5.286
C -2.341 -0.589 -3.994
H -0.790 -1.722 -3.101
H 0.370 -1.802 -5.320
H -1.195 -0.454 -7.077
H -3.340 0.412 -5.658
H -2.958 -0.459 -3.119

Results of the natural (NBO) charge analysis, in e, for atoms 1 through 8: -0.643 -0.085 -0.525 -0.099 -0.094 0.091 -0.312 -0.251

***

5.
Computed, not measured: a 4-piece molecular cluster, C23H33INO4P2 overall, with the ωB97M-V functional and the def2-TZVPD basis.

Summary:
2S+1 = 1
total charge = -1
LUMO = 2.3074 eV

Positions of all 64 atoms, in Å:
N -3.670 2.044 0.519
P -2.358 2.083 -0.359
O -1.128 2.684 0.517
O -2.438 3.232 -1.545
P -1.683 0.170 -1.381
O -1.247 -1.308 -2.201
C 0.145 -1.342 -2.336
C 0.664 -0.887 -0.977
C 2.161 -0.668 -0.826
C 2.947 -1.877 -0.326
C 2.968 -3.063 -1.291
I 1.585 -4.627 -0.819
O -0.024 0.321 -0.773
H -4.363 2.713 0.204
H -1.524 3.202 1.236
H -3.286 3.154 -2.001
H -1.299 0.947 -2.529
H -3.054 0.121 -1.841
H -2.033 -0.525 -0.177
H 0.474 -0.593 -3.079
H 0.486 -2.327 -2.672
H 0.317 -1.631 -0.237
H 2.285 0.149 -0.111
H 2.589 -0.314 -1.774
H 3.987 -1.582 -0.158
H 2.549 -2.182 0.645
H 2.722 -2.765 -2.308
H 3.930 -3.566 -1.298
C 1.641 4.255 -0.281
C 1.336 5.560 0.083
C 2.348 6.445 0.430
C 3.672 6.027 0.415
C 3.980 4.723 0.053
C 2.966 3.840 -0.294
H 0.848 3.565 -0.534
H 0.302 5.882 0.093
H 2.105 7.462 0.715
H 4.463 6.716 0.687
H 5.013 4.394 0.042
H 3.202 2.820 -0.574
C 5.654 -8.605 0.230
C 6.102 -8.900 1.511
C 5.759 -8.074 2.573
C 4.970 -6.953 2.353
C 4.522 -6.658 1.073
C 4.864 -7.485 0.012
H 5.919 -9.251 -0.598
H 6.717 -9.775 1.682
H 6.108 -8.304 3.572
H 4.700 -6.310 3.181
H 3.901 -5.790 0.893
H 4.506 -7.253 -0.983
C -7.756 3.782 2.231
C -9.028 4.040 1.738
C -9.381 3.604 0.468
C -8.462 2.908 -0.305
C -7.190 2.649 0.188
C -6.832 3.094 1.455
H -7.480 4.121 3.222
H -9.746 4.578 2.345
H -10.373 3.805 0.082
H -8.739 2.560 -1.293
H -6.474 2.089 -0.400
H -5.841 2.876 1.833

Results of the natural (NBO) charge analysis, in e, for atoms 1 through 8: -1.422 1.836 -1.004 -1.012 0.931 -0.826 -0.086 0.068

***

6.
Computed, not measured: C23H33N3O6PdS as an isolated structure, with the ωB97M-V functional and the def2-TZVPD basis.

Summary:
2S+1 = 1
energy relative to the best compared isomer or geometry (same formula, charge and spin) = 14.4 kcal/mol
total charge = +2
LUMO = -7.6532 eV

Positions of all 67 atoms, in Å:
Pd -0.983 0.816 -1.577
O -1.820 4.902 -2.401
C -1.904 3.641 -2.085
O -0.934 2.887 -2.070
C -3.268 3.164 -1.738
C -4.400 3.961 -1.765
C -5.591 3.381 -1.361
C -5.592 2.064 -0.929
C -4.401 1.345 -0.935
N -3.263 1.891 -1.357
C -4.246 -0.069 -0.406
O -5.325 -0.773 -0.114
O -3.148 -0.528 -0.241
H -0.905 5.150 -2.618
H -4.348 4.994 -2.078
H -6.508 3.953 -1.364
H -6.519 1.627 -0.581
H -6.153 -0.317 -0.310
C 4.434 1.982 2.753
C 3.467 2.579 1.737
C 3.000 1.506 0.759
S 1.743 2.142 -0.372
O 0.750 0.944 -0.425
C 2.707 2.194 -1.903
C 3.059 0.832 -2.514
C 2.087 0.428 -3.620
H 4.774 2.741 3.454
H 5.315 1.564 2.264
H 3.956 1.187 3.327
H 3.955 3.392 1.191
H 2.602 3.015 2.242
H 2.502 0.679 1.267
H 3.823 1.104 0.168
H 3.588 2.771 -1.607
H 2.133 2.811 -2.596
H 3.078 0.067 -1.735
H 4.070 0.885 -2.919
H 1.064 0.635 -3.295
H 2.169 -0.630 -3.862
H 2.250 1.003 -4.532
C -0.583 -4.067 4.160
C 0.700 -4.149 3.349
N 0.665 -3.321 2.129
C 1.392 -2.060 2.152
C 0.704 -0.982 2.985
C -0.034 -3.820 1.091
O -0.574 -4.911 1.105
C -0.184 -3.032 -0.199
C -0.168 -3.765 -1.383
C -0.439 -3.141 -2.589
C -0.735 -1.794 -2.587
N -0.763 -1.106 -1.442
C -0.494 -1.689 -0.269
H -0.524 -4.742 5.013
H -1.435 -4.371 3.553
H -0.758 -3.060 4.540
H 0.888 -5.177 3.046
H 1.557 -3.808 3.930
H 1.560 -1.724 1.129
H 2.382 -2.265 2.567
H -0.359 -0.911 2.749
H 1.159 -0.005 2.813
H 0.783 -1.199 4.050
H 0.036 -4.826 -1.333
H -0.442 -3.685 -3.522
H -0.975 -1.251 -3.494
H -0.576 -1.058 0.603

Results of the natural (NBO) charge analysis, in e, for atoms 1 through 8: 1.128 -0.599 0.821 -0.650 0.055 -0.154 -0.128 -0.172

***

7.
Computed, not measured: C23H33N3PS3W as an isolated structure, with the ωB97M-V functional and the def2-TZVPD basis.

Summary:
2S+1 = 3
energy relative to the best compared isomer or geometry (same formula, charge and spin) = 28.0 kcal/mol
total charge = +1
LUMO (alpha / beta) = -4.0685 / -3.8776 eV

Positions of all 64 atoms, in Å:
W 0.003 -0.316 0.546
C -1.742 1.711 -1.131
N -1.901 0.347 -0.567
C -2.969 0.341 0.469
C -2.527 1.033 1.749
N -1.107 0.709 2.118
C -0.216 1.879 2.050
C -1.079 -0.027 3.387
C -0.991 0.594 4.618
C -1.032 -0.180 5.769
C -1.188 -1.555 5.683
C -1.280 -2.172 4.443
C -1.213 -1.409 3.286
S -1.166 -2.149 1.685
C -2.317 -0.576 -1.641
C -3.482 -0.320 -2.360
C -3.909 -1.191 -3.344
C -3.179 -2.341 -3.615
C -2.021 -2.598 -2.908
C -1.576 -1.718 -1.918
S -0.067 -2.114 -1.107
H -2.691 2.108 -1.493
H -1.046 1.671 -1.965
H -1.357 2.402 -0.380
H -3.209 -0.697 0.672
H -3.875 0.830 0.099
H -3.184 0.702 2.550
H -2.640 2.114 1.658
H -0.761 2.820 2.096
H 0.342 1.872 1.076
H 0.531 1.865 2.834
H -0.894 1.671 4.693
H -0.937 0.297 6.735
H -1.220 -2.156 6.581
H -1.370 -3.247 4.360
H -4.074 0.562 -2.154
H -4.816 -0.977 -3.893
H -3.514 -3.034 -4.374
H -1.436 -3.488 -3.102
C 3.916 -1.751 -0.379
C 3.082 -1.163 -1.513
P 1.852 0.145 -1.104
C 1.188 0.612 -2.766
C 2.006 0.199 -3.991
C 2.857 1.615 -0.632
C 3.996 1.995 -1.579
H 4.718 -2.359 -0.799
H 3.314 -2.393 0.253
H 4.371 -0.979 0.242
H 2.535 -1.956 -2.020
H 3.741 -0.700 -2.248
H 1.067 1.699 -2.743
H 0.197 0.162 -2.851
H 3.029 0.568 -3.958
H 1.532 0.607 -4.883
H 2.027 -0.885 -4.095
H 3.253 1.441 0.368
H 2.152 2.450 -0.554
H 4.728 1.193 -1.665
H 4.513 2.866 -1.177
H 3.632 2.255 -2.572
S 1.748 -0.910 2.221
C 2.563 0.512 2.512
N 3.095 1.518 2.729

Results of the natural (NBO) charge analysis, in e, for atoms 1 through 8: 0.712 -0.422 -0.505 -0.242 -0.234 -0.505 -0.413 0.193

***

The following E_tot values (in eV) correspond, in order, to the records above: -92004.6146 -73914.1375 -84844.7303 -33611.6953 -60746.3927 -55442.9347 -72472.4117.